100
Properties=species:S:1:pos:R:3:forces:R:3 method="wB97M-V/def2-TZVPD" e_lumo_ha=-0.0164 spin_multiplicity=1 gap_ev=9.491 total_charge=0 homo_ha=-0.3652
C 1.421420 -1.637007 -0.940699 -0.66 0.99 -0.63
C 1.874247 -1.852676 -2.387369 -2.74 4.84 3.42
O 2.234835 -2.846288 -2.780667 2.70 -7.15 -2.47
O 1.805413 -0.775031 -3.194285 0.45 1.53 0.20
C 3.122282 -0.495247 -3.719827 0.37 0.55 -0.96
C 3.417756 1.004184 -3.742399 0.10 0.09 0.76
C 3.058748 1.713505 -2.401077 0.01 0.17 -0.68
C 1.699501 2.441676 -2.450536 -0.89 -0.77 0.50
C 0.782379 2.106740 -1.222198 2.13 0.83 -1.31
O -0.493859 1.738524 -1.745339 0.06 0.57 -0.29
C -1.234497 1.146098 -0.845036 -2.35 0.70 -4.02
O -0.888499 0.756511 0.166710 2.87 -2.53 6.08
O -2.522986 0.936077 -1.212023 0.03 -0.27 -1.74
C -2.607365 -0.454860 -1.581267 -0.26 -0.87 -0.18
C -2.905478 -0.712623 -3.073780 -0.47 0.30 0.22
C -3.823908 0.325211 -3.739716 -0.23 -1.37 -0.30
S -5.502426 0.367216 -3.014468 -0.02 2.00 -0.60
O -6.317689 1.135032 -3.896802 -0.32 -0.56 -1.26
O -5.489744 0.927268 -1.711303 0.51 -1.28 1.23
O -6.020214 -1.176389 -3.006350 0.77 1.04 0.55
H 2.218687 -1.830050 -0.223028 0.05 -0.14 -0.19
H 1.096045 -0.596294 -0.849048 0.06 -0.32 0.28
H 0.557293 -2.271509 -0.718674 0.29 -0.09 -0.02
H 3.881327 -1.013140 -3.122463 -0.21 0.03 0.02
H 3.195869 -0.871442 -4.748175 -0.05 -0.16 0.25
H 2.911054 1.463505 -4.601588 0.19 0.08 0.25
H 4.512247 1.121486 -3.838557 -1.04 -0.28 -0.52
H 3.082128 0.933835 -1.623759 -0.07 0.39 0.00
H 3.834305 2.453556 -2.171573 0.00 -0.30 0.09
H 1.767990 3.531236 -2.519934 0.35 -0.13 -0.09
H 1.165473 2.109836 -3.351871 0.03 0.09 0.27
H 1.266005 1.321944 -0.636538 -0.54 -0.05 -0.09
H 0.740916 3.004344 -0.598906 -0.55 -0.29 0.06
H -3.367420 -0.943380 -0.962495 -0.04 0.38 -0.07
H -1.659637 -0.961101 -1.344688 -0.27 0.16 0.04
H -3.430246 -1.679347 -3.125096 0.34 0.09 0.07
H -1.996931 -0.829560 -3.676079 -0.08 0.27 0.19
H -3.982643 0.005796 -4.781934 -0.12 0.15 0.23
H -3.405783 1.331589 -3.800908 -0.41 0.04 0.53
H -5.604996 -1.611728 -3.755805 -0.10 -0.34 -0.39
C -0.949435 4.882249 1.378774 -0.21 -0.03 -0.14
Br -1.800966 3.332802 0.593222 -0.36 1.36 1.08
Br 0.278653 5.710804 0.141801 -0.21 0.07 -0.10
Br -2.230833 6.135239 2.091167 0.16 -0.08 -0.07
H -0.361692 4.525832 2.212051 0.01 -0.01 0.03
C 0.364107 -7.201604 0.987864 0.00 0.09 0.07
Br -1.237027 -6.295697 0.403897 0.10 0.00 0.01
Br 1.105116 -6.398665 2.577020 -0.10 -0.09 -0.19
Br 0.054878 -9.091356 1.227096 0.03 0.08 -0.05
H 1.101779 -7.096541 0.195144 -0.33 0.07 0.27
C -4.340808 -7.917111 1.972936 -0.04 0.00 0.05
Br -5.962741 -7.032746 1.409931 0.15 -0.09 0.07
Br -3.591226 -7.100019 3.549712 -0.04 -0.10 -0.10
Br -4.600858 -9.814845 2.208739 0.04 0.15 0.01
H -3.618921 -7.792257 1.178817 0.02 -0.01 0.00
C 0.312674 0.996617 4.057439 -0.10 -0.10 0.00
Br 1.098546 2.763938 3.961349 0.00 -0.20 0.01
Br 1.638973 -0.403275 3.985684 -0.11 0.21 -0.03
Br -0.804772 0.822134 5.622067 0.15 0.05 -0.07
H -0.328085 0.877925 3.193180 0.06 0.05 -0.06
C -5.532169 8.014845 3.017200 -0.06 0.03 0.03
Br -4.798817 7.146465 4.577564 -0.06 0.12 -0.09
Br -7.419684 8.363220 3.212817 0.18 -0.01 0.01
Br -4.549363 9.612279 2.562524 -0.07 -0.14 0.07
H -5.420483 7.327800 2.190764 0.00 -0.02 -0.01
C -0.605507 -10.871191 4.556284 0.00 -0.03 0.08
Br -2.099637 -11.900090 5.214990 0.15 0.09 -0.04
Br -0.114792 -9.458622 5.775075 -0.04 -0.14 -0.12
Br 0.903449 -11.997061 4.120113 -0.16 0.12 0.05
H -0.925702 -10.399334 3.638973 -0.02 0.03 0.00
C 3.883750 7.363631 2.277607 -0.09 0.08 -0.03
Br 2.831866 8.881059 2.836041 0.06 -0.16 -0.08
Br 2.935821 5.703430 2.540633 0.22 0.03 0.11
Br 4.501328 7.548084 0.458157 -0.09 -0.05 0.13
H 4.758736 7.333244 2.908945 0.02 -0.01 0.01
C 4.669914 -6.804192 -1.506337 0.10 0.08 0.00
Br 3.182077 -7.819547 -0.801884 0.43 -0.06 -0.15
Br 5.161646 -5.334512 -0.357227 -0.08 -0.17 -0.03
Br 6.174824 -7.945355 -1.898080 -0.15 0.09 0.08
H 4.347692 -6.371980 -2.441967 -0.06 -0.01 -0.01
C 5.707722 -0.652820 2.793119 -0.02 0.05 -0.09
Br 7.502753 -0.852979 2.115394 -0.19 0.00 0.02
Br 4.843051 0.919330 2.073300 0.09 -0.21 0.00
Br 4.658424 -2.256810 2.520242 0.08 0.19 -0.04
H 5.785601 -0.507875 3.860364 -0.01 -0.01 0.02
C -4.245319 1.768009 6.564715 -0.11 0.04 0.00
Br -5.833550 0.681822 6.422351 0.14 0.11 0.05
Br -4.643319 3.646133 6.367526 0.02 -0.17 0.02
Br -3.274006 1.408004 8.193776 -0.10 0.02 -0.10
H -3.598801 1.494018 5.743683 0.01 0.01 -0.01
C -3.496419 5.194972 -3.783714 -0.02 0.03 0.06
Br -2.832132 5.096412 -5.596410 -0.03 -0.03 0.12
Br -4.942916 3.962628 -3.485590 0.18 0.04 -0.05
Br -2.077037 4.978906 -2.490934 -0.18 0.06 -0.30
H -3.897513 6.188148 -3.647383 0.05 0.04 -0.03
C 6.876225 3.501391 -3.385071 -0.03 0.01 0.09
Br 5.237473 4.370841 -3.922069 0.13 -0.06 0.04
Br 7.431652 4.046696 -1.620193 -0.11 -0.07 -0.14
Br 6.750466 1.579188 -3.530021 0.73 0.31 0.14
H 7.643749 3.820887 -4.073613 0.01 -0.01 -0.02

=====

85
Properties=species:S:1:pos:R:3:forces:R:3 method="wB97M-V/def2-TZVPD" e_lumo_ha=0.0114 spin_multiplicity=1 gap_ev=9.511 total_charge=0 homo_ha=-0.3381
C -2.223013 -2.448900 3.686315 -0.10 -0.40 1.14
C -1.682330 -1.976979 2.590951 0.07 0.41 -1.05
C -2.357302 -1.918500 1.258499 1.49 -1.32 -0.57
O -2.532054 -0.583361 0.721976 0.03 0.53 0.68
S -2.468656 0.626797 1.806101 -0.25 -0.58 1.09
O -3.311883 1.643615 1.267586 -0.36 0.86 -0.64
O -0.891825 1.279271 1.649961 -0.26 -0.91 -0.91
N -0.117942 0.367145 0.886701 0.34 -0.43 -0.10
H -1.944055 -1.993073 4.621129 0.86 -0.83 0.53
H -2.879697 -3.299493 3.713129 -1.27 0.51 -0.12
H -0.657188 -1.643492 2.637382 -0.10 1.27 0.08
H -3.287240 -2.464315 1.267189 -0.54 0.21 0.02
H -1.695234 -2.410017 0.553839 0.02 -0.01 -0.47
H 0.737706 0.162858 1.379812 0.12 0.36 0.24
H 0.090328 0.784693 -0.008629 0.04 0.30 -0.02
C 2.008123 -6.546072 0.819710 0.11 0.23 -0.21
C 1.750252 -5.786151 2.103188 -0.19 -0.68 -0.05
O 2.476263 -4.540258 2.118967 0.12 0.32 0.12
C 1.927101 -3.550749 1.434734 -0.14 -0.59 0.21
O 0.905235 -3.599894 0.819242 -0.17 0.34 -0.16
C 2.775899 -2.278572 1.561299 0.67 0.63 0.00
F 4.079178 -2.523908 1.381605 -0.18 -0.15 0.00
F 2.639775 -1.714145 2.774124 -0.21 -0.22 -0.07
F 2.413298 -1.365294 0.654871 -0.14 -0.18 0.02
H 3.078582 -6.692628 0.672732 0.00 -0.09 0.09
H 1.518441 -7.518328 0.849703 0.00 0.00 0.05
H 1.633894 -5.998520 -0.044560 -0.11 -0.02 0.03
H 2.112592 -6.357188 2.954732 0.18 0.22 0.07
H 0.687409 -5.606119 2.259291 0.02 0.22 -0.09
C -0.869207 2.968666 -2.010405 0.12 0.22 -0.21
C -1.078500 3.765300 -0.739451 -0.15 -0.64 -0.03
O -0.374172 5.024364 -0.798684 0.25 0.23 0.13
C -0.964748 5.989990 -1.481001 -0.18 -0.70 0.41
O -2.014720 5.901060 -2.042340 -0.15 0.46 -0.15
C -0.116235 7.272183 -1.399257 0.32 0.47 0.05
F 1.181319 7.017376 -1.624584 -0.19 -0.03 -0.01
F -0.222827 7.820882 -0.180949 -0.04 -0.15 -0.09
F -0.514959 8.182206 -2.292017 -0.06 -0.16 0.10
H 0.196680 2.838012 -2.208156 0.00 -0.08 0.08
H -1.338603 1.988276 -1.923847 -0.03 0.01 0.05
H -1.296586 3.479606 -2.872777 -0.10 -0.04 0.02
H -0.662603 3.225630 0.106970 0.11 0.25 0.11
H -2.134890 3.926968 -0.535066 0.01 0.18 -0.06
C 5.819990 -0.711793 6.376952 -0.01 -0.32 -0.02
C 4.520129 -0.325794 7.049684 0.42 0.46 -0.11
O 3.548457 -1.384053 6.954000 -0.30 -0.16 -0.01
C 3.683489 -2.373860 7.826214 0.24 0.53 -0.18
O 4.526890 -2.460393 8.664768 0.02 -0.27 0.23
C 2.557167 -3.400343 7.641837 -0.56 -0.58 -0.06
F 2.361436 -3.716839 6.352163 0.15 0.16 0.11
F 1.398893 -2.913291 8.118405 0.19 0.11 -0.04
F 2.821689 -4.527708 8.299504 0.13 0.19 -0.03
H 5.639970 -1.009202 5.343291 -0.02 0.12 -0.03
H 6.516013 0.125954 6.387647 -0.03 0.04 0.00
H 6.288819 -1.555720 6.881417 0.02 0.06 0.08
H 4.077072 0.529097 6.543780 -0.20 -0.13 -0.05
H 4.672034 -0.048291 8.091779 -0.04 -0.20 0.06
C -5.384141 -3.061428 -3.949107 0.03 -0.33 0.01
C -4.547289 -2.597798 -2.776325 -0.23 0.45 -0.37
O -4.317407 -3.670592 -1.841335 0.05 -0.10 0.25
C -3.357489 -4.526763 -2.158810 -0.24 0.49 -0.18
O -2.673907 -4.495095 -3.135704 0.23 -0.23 -0.05
C -3.210361 -5.568188 -1.041243 -0.02 -0.60 0.39
F -4.398981 -6.048463 -0.647721 0.10 0.16 -0.09
F -2.618917 -5.012385 0.030527 -0.02 0.04 -0.10
F -2.467557 -6.603224 -1.430915 -0.02 0.25 -0.07
H -6.317072 -3.504700 -3.599686 -0.04 0.11 0.02
H -5.615033 -2.222894 -4.604590 0.01 0.04 0.04
H -4.861409 -3.819803 -4.530784 0.07 0.07 -0.03
H -5.075937 -1.828231 -2.218633 0.02 -0.14 0.21
H -3.598220 -2.173281 -3.100255 0.10 -0.19 0.03
C -0.215227 6.034263 -4.728522 0.21 -0.44 -0.56
C 0.383255 7.122496 -5.591684 -0.15 0.15 0.54
O 1.039283 6.573371 -6.751821 0.18 0.02 -0.17
C 0.251655 6.236957 -7.762478 -0.01 0.25 0.51
O -0.935921 6.344757 -7.799683 -0.17 -0.09 -0.26
C 1.102897 5.711925 -8.927376 0.29 -0.30 -0.44
F 2.027587 4.837136 -8.503764 -0.13 0.13 0.00
F 1.742634 6.726259 -9.532305 -0.10 -0.05 0.14
F 0.345541 5.101067 -9.836770 0.00 0.11 0.16
H 0.545857 5.298907 -4.457294 0.06 0.10 0.06
H -0.634533 6.459365 -3.835135 -0.17 0.17 0.03
H -1.005484 5.501276 -5.256759 -0.07 0.09 0.01
H 1.154552 7.655536 -5.039751 0.16 -0.06 -0.17
H -0.366027 7.852824 -5.893533 -0.05 -0.11 -0.18

=====

60
Properties=species:S:1:pos:R:3:forces:R:3 method="wB97M-V/def2-TZVPD" e_lumo_ha=0.0254 spin_multiplicity=1 smiles=COc1cccc(CN2CCN(CCCc3ccccc3)[C@H](CCO)C2)c1O gap_ev=8.545 total_charge=0 homo_ha=-0.2886
C -5.076441 -1.922060 0.648710 -0.19 -0.30 0.00
O -4.310629 -0.760951 0.846144 0.46 0.57 -0.23
C -3.698511 -0.193807 -0.252294 0.00 0.10 0.26
C -3.814030 -0.634449 -1.558205 -0.09 -0.10 0.17
C -3.140412 0.036471 -2.568103 0.05 -0.02 -0.14
C -2.347808 1.128105 -2.276372 -0.09 -0.03 0.02
C -2.207032 1.578319 -0.969533 -0.12 0.05 0.22
C -1.298647 2.720012 -0.605056 0.02 -0.13 0.11
N -0.040893 2.202856 -0.089445 -0.02 0.21 -0.21
C 0.637439 3.136372 0.790930 0.05 -0.03 0.14
C 2.094650 2.680374 1.013775 -0.01 0.10 -0.11
N 2.312117 1.263870 0.856681 0.00 0.10 0.09
C 1.959568 0.419638 1.979767 -0.12 0.00 0.05
C 0.455373 0.215282 2.257717 0.12 -0.19 0.09
C 0.090273 -1.263253 2.455489 -0.01 0.22 0.03
C 0.340033 -2.055625 1.204893 -0.02 -0.12 0.11
C 1.401520 -2.946173 1.109841 -0.05 0.01 0.03
C 1.656622 -3.620493 -0.072627 0.07 -0.08 -0.07
C 0.849546 -3.416122 -1.178183 0.08 -0.07 -0.09
C -0.218463 -2.538236 -1.092253 -0.08 0.04 -0.08
C -0.468241 -1.864718 0.089007 0.01 -0.06 0.03
C 1.894673 0.775127 -0.451978 0.40 0.10 -0.44
C 3.117742 0.610579 -1.365748 -0.15 -0.42 0.27
C 4.049217 -0.489174 -0.858772 -0.38 0.26 0.17
O 5.165998 -0.689500 -1.695932 0.43 0.04 -0.33
C 0.850770 1.696847 -1.109918 0.06 -0.21 0.19
C -2.892952 0.918480 0.045539 -0.23 -0.22 -0.24
O -2.789492 1.349395 1.330608 0.07 -0.02 0.03
H -5.435557 -2.210233 1.635624 -0.01 -0.03 -0.10
H -4.470309 -2.732527 0.231946 -0.02 0.04 0.01
H -5.932391 -1.730657 -0.005968 0.05 -0.01 0.02
H -4.422970 -1.490384 -1.801238 -0.07 -0.09 0.02
H -3.239620 -0.305472 -3.586970 -0.01 -0.03 -0.09
H -1.832680 1.647658 -3.070719 0.08 0.08 -0.07
H -1.767852 3.295356 0.196147 0.05 0.09 -0.09
H -1.145901 3.381783 -1.474825 -0.05 0.01 0.08
H 0.644845 4.160560 0.375277 -0.02 -0.04 0.04
H 0.087656 3.156951 1.736256 -0.01 0.09 0.01
H 2.427457 2.978585 2.009666 0.05 0.06 -0.06
H 2.739930 3.184494 0.285667 -0.04 0.10 0.09
H 2.451717 0.844693 2.859153 0.03 -0.11 0.03
H 2.423233 -0.551325 1.784094 0.03 -0.01 0.12
H 0.160023 0.772112 3.148798 -0.07 0.09 0.00
H -0.112359 0.613419 1.416604 -0.04 0.00 0.11
H 0.671021 -1.678296 3.282619 -0.05 -0.08 0.04
H -0.968740 -1.325975 2.719194 0.01 -0.06 0.08
H 2.036715 -3.115237 1.968628 0.05 0.01 0.09
H 2.490628 -4.304842 -0.131368 0.07 -0.06 -0.01
H 1.052146 -3.938377 -2.101589 0.02 -0.04 -0.08
H -0.856638 -2.369529 -1.948043 -0.06 0.02 -0.07
H -1.293335 -1.171204 0.141964 -0.12 0.12 0.01
H 1.437740 -0.208840 -0.321075 -0.03 0.05 0.01
H 3.666137 1.555597 -1.408542 0.00 0.11 -0.03
H 2.784975 0.360303 -2.374960 0.04 0.00 -0.13
H 3.522016 -1.446060 -0.840075 -0.03 0.05 0.06
H 4.371409 -0.244766 0.162169 -0.11 -0.08 -0.05
H 5.644260 0.144112 -1.768335 -0.02 -0.09 0.01
H 1.349442 2.516934 -1.659323 -0.02 -0.02 -0.06
H 0.269672 1.113520 -1.825612 0.07 0.03 -0.06
H -3.324647 0.760502 1.880129 -0.01 0.02 -0.01

=====

64
Properties=species:S:1:pos:R:3:forces:R:3 method="wB97M-V/def2-TZVPD" e_lumo_ha="-0.4737 / -0.4779" spin_multiplicity=1 gap_ev="4.866 / 4.722" total_charge=+3 homo_ha="-0.6525 / -0.6514"
Pt 0.299577 -0.693299 0.133574 -1.51 0.09 1.60
O -3.286207 -2.517708 1.358943 0.38 0.05 -0.14
C -2.246484 -2.293038 0.810337 -0.99 -0.72 -0.43
O -1.359629 -1.451160 1.150851 2.07 1.85 0.45
C -1.933897 -3.143428 -0.473701 0.12 -0.37 -0.77
P -0.576202 -2.577231 -1.524912 -0.41 1.04 2.07
C 1.026539 -2.805407 -0.692504 -0.07 -0.23 -1.04
C 2.211317 -2.810941 -1.455371 0.64 -0.14 -0.17
C 3.409931 -3.159114 -0.870629 -0.44 -0.13 -0.22
C 3.453766 -3.538481 0.475033 -0.29 -0.05 0.26
C 2.289393 -3.566875 1.231608 0.31 0.06 0.06
C 1.073760 -3.219803 0.665840 -0.24 -0.36 0.34
C -0.836538 -0.865894 -2.068021 0.37 -0.68 -0.80
C -1.925305 -0.104605 -1.573756 -0.51 -0.08 0.19
C -2.164060 1.155485 -2.088725 0.09 0.27 -0.11
C -1.385278 1.654377 -3.127952 -0.29 -0.11 0.32
C -0.355971 0.880915 -3.668287 0.23 -0.34 0.08
C -0.081978 -0.364587 -3.147230 0.22 0.31 -0.48
H -2.852097 -3.187353 -1.066198 0.06 -0.01 -0.03
H -1.728206 -4.166318 -0.141918 0.03 0.01 -0.10
H 2.189223 -2.586955 -2.512871 -0.04 0.09 -0.03
H 4.313542 -3.178303 -1.464736 -0.01 -0.13 -0.04
H 4.387870 -3.847515 0.924562 0.04 -0.02 -0.02
H 2.318084 -3.903625 2.258909 -0.03 0.03 0.02
H 0.172535 -3.344069 1.250104 0.01 0.01 -0.02
H -2.610750 -0.511620 -0.843862 0.01 0.03 0.01
H -2.995083 1.734504 -1.710527 -0.02 -0.02 0.04
H -1.606282 2.630052 -3.537907 -0.02 0.02 -0.07
H 0.203380 1.247477 -4.517657 0.06 -0.01 -0.01
H 0.693201 -0.966036 -3.602868 0.03 -0.02 0.04
O 1.814901 0.134416 -0.997593 -0.84 -0.40 0.20
S 3.131948 0.838762 -0.545548 0.52 0.16 0.11
C 3.222450 2.239750 -1.720008 0.20 0.17 0.05
C 4.307798 1.926514 -2.748762 0.05 -0.17 -0.11
C 4.386958 0.407469 -2.855267 0.16 0.12 -0.17
C 4.428097 -0.096080 -1.423671 -0.11 0.15 -0.05
H 3.436931 3.147596 -1.159868 -0.17 0.00 0.11
H 2.231839 2.299866 -2.170399 -0.08 -0.06 0.16
H 5.266626 2.334459 -2.424104 -0.04 -0.03 -0.01
H 4.065995 2.380683 -3.709386 0.00 0.07 0.07
H 5.273765 0.094901 -3.406692 -0.02 -0.06 0.04
H 3.512358 0.015575 -3.380868 -0.01 -0.04 0.03
H 5.366969 0.165585 -0.931350 0.00 0.04 0.07
H 4.241900 -1.161562 -1.304967 0.02 0.43 0.16
C -3.770341 -0.351078 4.659721 0.19 -0.35 -0.29
C -3.222677 0.909952 4.027250 -0.49 0.61 0.53
N -1.845974 0.716923 3.554622 0.15 -0.27 -0.16
C -1.155605 1.387326 2.658783 -0.26 -0.11 -0.26
S 0.443299 0.768066 2.184043 0.78 -0.78 -1.16
N -1.476114 2.543136 2.109582 0.04 0.05 -0.11
C -2.591193 3.472571 2.324127 -0.35 0.14 -0.13
C -3.529497 3.477788 1.123977 0.00 0.02 0.23
H -4.785700 -0.170762 5.006863 0.05 0.03 0.06
H -3.165635 -0.691310 5.500588 -0.02 0.14 0.10
H -3.806301 -1.155817 3.928008 -0.06 -0.11 -0.07
H -3.237374 1.707341 4.780213 0.06 -0.02 -0.20
H -3.860054 1.211985 3.193295 0.16 -0.04 -0.02
H -1.393844 -0.098515 3.948414 0.12 0.01 -0.24
H -0.804040 2.875289 1.431674 0.04 -0.12 0.09
H -2.155675 4.465250 2.446032 0.04 -0.08 0.12
H -3.121983 3.224758 3.236345 0.12 0.05 0.00
H -2.997818 3.760196 0.215574 0.02 0.02 -0.05
H -4.310551 4.215165 1.296813 -0.06 0.01 -0.08
H -3.999611 2.504352 0.982429 -0.03 -0.03 -0.01

=====

Number 1: maximum force 8.0 eV/A, E -2573108.6860 eV. Number 2: maximum force 2.1 eV/A, E -104072.8138 eV. Number 3: maximum force 0.8 eV/A, E -33492.5079 eV. Number 4: maximum force 2.8 eV/A, E -67669.6530 eV.